Entry 1:
DFT (ωB97M-V with the def2-TZVPD basis set) results for CH6N2O2Rb as an isolated structure.

For the HOMO-LUMO gap, the calculation gives 10.14 eV. The HOMO energy is -0.5021 Ha. Its LUMO energy is -3.52 eV.

The geometry in ORCA input format:
```
! wB97M-V def2-TZVPD RIJCOSX def2/J DEFGRID3
* xyz 1 1
Rb 7.6394 9.5551 7.7502
C 10.4342 9.9570 10.1446
O 9.2111 9.7902 10.1332
N 11.1070 10.3828 11.2396
N 11.2050 9.7150 9.0406
H 12.0243 10.7852 11.1593
H 10.5483 10.6756 12.0231
H 12.2080 9.6769 9.0776
H 10.7629 9.5279 8.1627
O 5.7084 11.5910 7.6632
H 5.5927 12.1248 6.8697
H 4.8166 11.4070 7.9778
*
```

Entry 2:
DFT (ωB97M-V with the def2-TZVPD basis set) results for a 11-piece molecular cluster, C75H161N11O11 overall at a distorted geometry.

For the HOMO-LUMO gap, the calculation gives 8.30 eV. The HOMO energy is -0.2962 Ha. Its LUMO energy is 0.24 eV. The structure (SMILES) is CC1(C)CCCC(C)(C)N1O.CC1(C)CCCC(C)(C)N1O.CC1(C)CCCC(C)(C)N1O.CC1(C)CCCC(C)(C)N1O.CC1(C)CCCC(C)(C)N1O.CC1(C)CCCC(C)(C)N1O.CC1(C)CCCC(C)(C)N1O.CN(C)C=O.CN(C)C=O.CN(C)C=O.CN(C)C=O.

The geometry in ORCA input format:
```
! wB97M-V def2-TZVPD RIJCOSX def2/J DEFGRID3
* xyz 0 1
C 4.4481 4.5925 -3.5460
C 2.9729 4.3756 -4.1454
C 2.1448 3.6260 -3.0888
C 2.2477 5.7120 -4.3921
C 2.7570 6.4706 -5.5955
C 2.6115 5.5191 -6.8292
C 3.3102 4.1992 -6.6631
C 2.9499 3.3578 -7.9461
C 4.9619 4.3505 -6.7919
N 2.9682 3.5524 -5.3821
O 3.6900 2.4138 -5.1636
H 4.9720 5.2871 -4.1485
H 4.3906 4.9763 -2.5211
H 4.9738 3.6369 -3.5593
H 1.1036 3.4151 -3.4582
H 2.5419 2.6343 -2.8127
H 1.9402 4.2031 -2.2049
H 1.2079 5.4100 -4.6202
H 2.1215 6.3395 -3.5163
H 2.2940 7.4438 -5.6755
H 3.8243 6.6818 -5.4329
H 2.9136 6.0323 -7.7502
H 1.4861 5.3892 -6.9640
H 3.1498 3.9868 -8.8111
H 1.8954 3.0850 -7.8498
H 3.5906 2.5051 -8.0391
H 5.2797 5.2599 -6.2164
H 5.1925 4.6200 -7.8286
H 5.5593 3.4755 -6.5787
H 3.1971 1.5801 -5.4495
C -9.5487 2.8601 -2.0207
C -8.6283 2.9423 -0.7553
C -8.4972 4.4726 -0.4547
C -9.4932 2.3971 0.4702
C -9.4119 0.8525 0.4352
C -7.9903 0.4557 0.5755
C -7.0875 0.9291 -0.5583
C -5.6062 0.7088 -0.1838
C -7.4097 0.0161 -1.7472
N -7.3328 2.3714 -0.7214
O -6.5911 2.8461 -1.7900
H -10.5347 3.2006 -1.7829
H -9.0966 3.3961 -2.8519
H -9.5960 1.8165 -2.3038
H -9.4628 4.8882 -0.2379
H -7.8620 4.6439 0.4040
H -8.1211 5.0559 -1.3056
H -9.0444 2.7288 1.4228
H -10.5313 2.7178 0.3165
H -10.0852 0.3435 1.1451
H -9.7208 0.6354 -0.5735
H -7.8425 -0.6040 0.7543
H -7.6017 0.8700 1.5568
H -5.4222 -0.3960 -0.1721
H -5.2896 1.1996 0.7266
H -4.9627 1.0437 -0.9914
H -8.4667 -0.0793 -2.0120
H -7.0159 -1.0267 -1.6222
H -6.9937 0.3486 -2.6993
H -7.0254 2.3857 -2.5227
C 5.3170 -0.6321 -7.5203
C 5.0294 -1.4128 -6.2431
C 5.7877 -2.7980 -6.2842
C 5.5251 -0.6359 -4.9751
C 5.1028 -1.2557 -3.6195
C 3.5754 -1.4556 -3.5833
C 3.0095 -2.1852 -4.7834
C 3.3977 -3.7370 -4.6129
C 1.4541 -2.0176 -4.9231
N 3.5793 -1.4957 -6.0760
O 2.9574 -2.1692 -7.1847
H 4.9924 -1.2135 -8.3882
H 4.7451 0.3145 -7.5078
H 6.4118 -0.4608 -7.5148
H 6.1710 -3.0466 -5.2923
H 5.1894 -3.6236 -6.7077
H 6.7092 -2.6555 -6.8687
H 6.5799 -0.7463 -5.1053
H 5.1525 0.4224 -5.1664
H 5.5596 -2.2220 -3.3865
H 5.4243 -0.6117 -2.7527
H 3.1145 -0.4672 -3.4229
H 3.3835 -2.1179 -2.6934
H 2.6789 -4.1899 -3.9335
H 4.4157 -3.7762 -4.1781
H 3.4627 -4.1385 -5.6062
H 1.1298 -2.2840 -3.9491
H 1.0508 -2.7255 -5.5919
H 1.2247 -0.9884 -5.0957
H 2.5174 -1.4576 -7.6317
C -2.1907 4.6923 5.9901
C -1.4352 4.1062 4.8289
C -0.3092 3.1788 5.4496
C -2.4758 3.3345 3.9886
C -2.0295 2.8505 2.6116
C -1.5649 4.1428 1.9303
C -0.4758 4.9591 2.6093
C 0.9013 4.2560 2.5909
C -0.2621 6.2887 1.8518
N -0.9235 5.1780 4.0178
O 0.0492 5.8560 4.7741
H -1.6634 5.4240 6.5975
H -3.0901 5.1341 5.6560
H -2.5476 3.9500 6.7027
H 0.4515 3.8373 5.8575
H -0.8259 2.6175 6.2417
H 0.0954 2.4401 4.7718
H -2.8607 2.5685 4.6822
H -3.3094 4.0553 3.8476
H -1.2372 2.1078 2.7454
H -2.8818 2.3606 2.1334
H -2.3827 4.8733 1.7898
H -1.1780 3.9699 0.9605
H 1.3550 4.3957 1.5969
H 0.7888 3.1656 2.6256
H 1.4528 4.6169 3.4654
H -1.1239 6.9836 1.9565
H -0.2389 5.9489 0.7804
H 0.6182 6.9159 1.9641
H -0.1697 6.7646 4.6127
C -0.8350 -6.3973 1.1266
C -1.6559 -5.2231 1.5613
C -2.2060 -4.4179 0.3133
C -2.8882 -5.7873 2.3781
C -2.4133 -6.3388 3.7283
C -1.7785 -5.1621 4.5170
C -0.6445 -4.5421 3.7559
C -0.3621 -3.1813 4.4100
C 0.5875 -5.5170 3.8821
N -1.0198 -4.2234 2.3646
O 0.1129 -3.6776 1.6344
H -0.6961 -7.2564 1.8081
H -1.4092 -6.8529 0.3262
H 0.0637 -5.9952 0.6631
H -3.1361 -4.9026 -0.0477
H -2.3435 -3.3760 0.6052
H -1.4220 -4.4768 -0.5034
H -3.6572 -5.0719 2.5897
H -3.2396 -6.5754 1.7011
H -3.1914 -6.8601 4.2727
H -1.6947 -7.1077 3.5799
H -1.4255 -5.4245 5.5241
H -2.5486 -4.4111 4.7254
H 0.5002 -2.6902 3.9438
H -0.2434 -3.2826 5.5051
H -1.2528 -2.5960 4.1263
H 0.9672 -5.6051 4.9031
H 1.4481 -5.1781 3.2696
H 0.2991 -6.5027 3.6362
H -0.1874 -2.7827 1.4412
C 5.1565 -0.1483 4.1558
C 6.0283 -1.4730 4.3524
C 7.0566 -1.5346 3.2296
C 6.8861 -1.3391 5.6459
C 5.9439 -1.4924 6.8513
C 5.3919 -2.8681 6.7794
C 4.5003 -3.0912 5.5525
C 4.2472 -4.5953 5.5186
C 3.2090 -2.1985 5.6117
N 5.3111 -2.7323 4.3617
O 4.4376 -2.7257 3.2056
H 5.9081 0.5171 3.6376
H 4.2980 -0.3237 3.5206
H 4.8718 0.1205 5.1503
H 6.6382 -1.8044 2.2716
H 7.5785 -0.5621 3.1321
H 7.8591 -2.1653 3.5800
H 7.6451 -2.1513 5.6878
H 7.3572 -0.3427 5.6888
H 6.4371 -1.2955 7.7805
H 5.1318 -0.7968 6.8678
H 4.8055 -3.1008 7.6459
H 6.2104 -3.6361 6.7712
H 5.1657 -5.0778 5.1319
H 3.3753 -4.7612 4.8210
H 3.9501 -5.0098 6.4940
H 2.3107 -2.7389 5.9551
H 3.0779 -1.8676 4.6422
H 3.2441 -1.3769 6.3492
H 4.2973 -3.6652 2.9809
C 2.2450 -1.2974 1.3854
C 1.4697 -0.0360 1.8045
C 1.2042 -0.0309 3.3049
C 2.2813 1.2378 1.4527
C 2.1691 1.6696 -0.0289
C 0.7706 1.7056 -0.4812
C -0.0024 0.3931 -0.2701
C -1.4943 0.4979 -0.5909
C 0.5792 -0.6734 -1.2230
N 0.1607 0.1224 1.1979
O -0.5882 -1.1204 1.4091
H 3.1826 -1.3118 1.9418
H 2.4601 -1.3576 0.3324
H 1.6955 -2.1906 1.5648
H 0.3466 -0.5663 3.6471
H 1.0505 1.0510 3.5903
H 2.0939 -0.4365 3.8369
H 2.0403 2.0260 2.1035
H 3.3536 1.0221 1.6179
H 2.7949 0.9694 -0.5307
H 2.6728 2.6320 -0.1045
H 0.7254 2.0055 -1.5900
H 0.1902 2.5010 0.0388
H -2.0647 -0.4217 -0.5238
H -1.9931 1.2929 -0.0590
H -1.5714 0.7678 -1.6902
H 0.0450 -0.5420 -2.2123
H 1.6540 -0.5395 -1.3405
H 0.3763 -1.6973 -0.9168
H -1.3215 -0.7943 1.9340
C -5.9935 -0.9367 4.0607
N -4.8423 -0.9707 3.1863
C -4.5557 -2.1633 2.4430
C -3.7905 -0.2170 3.4594
O -2.6877 -0.4313 3.0033
H -6.8584 -1.1809 3.4516
H -6.1278 0.0924 4.3603
H -5.9549 -1.6209 4.8881
H -4.3200 -2.9800 3.1150
H -5.3803 -2.5792 1.8312
H -3.6999 -2.0675 1.8168
H -4.0724 0.6361 4.0343
C -4.3181 4.3352 -0.4068
N -3.6037 5.0021 -1.4814
C -2.1946 4.9287 -1.5906
C -4.2883 5.8039 -2.2925
O -3.8219 6.4738 -3.1885
H -4.1151 3.2608 -0.3693
H -5.3773 4.5467 -0.4829
H -4.0149 4.7676 0.5554
H -1.6660 5.5884 -0.9184
H -1.8071 3.9319 -1.5564
H -1.9547 5.2876 -2.5779
H -5.3646 5.8814 -2.0755
C -1.4648 -2.9422 -3.2146
N -2.8582 -3.2021 -3.4931
C -3.7583 -2.0774 -3.3034
C -3.2755 -4.3491 -4.0057
O -4.3913 -4.6587 -4.3957
H -0.8818 -3.8427 -3.1745
H -1.4008 -2.5145 -2.2244
H -1.0945 -2.0851 -3.8232
H -4.7238 -2.2263 -3.7328
H -3.9735 -2.1043 -2.2416
H -3.3149 -1.1359 -3.5797
H -2.4386 -5.0459 -4.0774
C 3.2852 -5.2927 1.0794
N 2.9070 -5.2111 -0.2894
C 3.5958 -6.0409 -1.2715
C 1.9056 -4.3794 -0.7254
O 1.4410 -4.3438 -1.8776
H 4.2678 -4.8317 1.2713
H 3.3634 -6.3118 1.3081
H 2.5715 -4.8092 1.7821
H 3.4857 -7.1253 -1.1161
H 3.1590 -5.8293 -2.2010
H 4.6644 -5.7979 -1.3187
H 1.5464 -3.7986 0.0942
*
```

Entry 3:
DFT (ωB97M-V with the def2-TZVPD basis set) results for C15H14N7O6PtS as an isolated structure at a distorted geometry.

For the HOMO-LUMO gap (spin up / spin down), the calculation gives 6.28 / 6.89 eV. The HOMO energy (spin up / spin down) is -0.5176 / -0.5209 Ha. Its LUMO energy (spin up / spin down) is -7.80 / -7.29 eV.

The geometry in ORCA input format:
```
! wB97M-V def2-TZVPD RIJCOSX def2/J DEFGRID3
* xyz 2 2
Pt -0.4082 -0.2397 0.5442
O -0.4974 -4.6675 0.3365
C -0.6558 -3.3609 0.4068
O 0.3004 -2.5846 0.5467
C -2.0264 -2.8813 0.3169
C -3.1166 -3.7413 0.2314
C -4.3962 -3.2135 0.1869
C -4.5482 -1.8263 0.2337
C -3.4298 -1.0121 0.3294
N -2.1730 -1.5274 0.3667
C -3.4666 0.4573 0.4558
O -4.5874 1.1259 0.3227
O -2.4284 1.0691 0.7064
H 0.4304 -4.9401 0.4200
H -2.9386 -4.8073 0.2115
H -5.2589 -3.8578 0.1293
H -5.5433 -1.4051 0.2197
H -5.3742 0.6066 0.0969
S 0.4970 -0.5096 3.8802
C 0.1804 0.5375 2.6538
C 0.1480 4.6082 -1.9917
N 0.2358 3.9477 -0.7131
C 0.5925 4.5937 0.4107
C 0.7355 3.9525 1.6149
C 0.4820 2.5687 1.6180
O 0.6164 1.8034 2.7021
N 0.1245 1.9611 0.4988
C -0.0436 2.5716 -0.6945
O -0.3874 1.9414 -1.6680
H 0.6568 5.5686 -1.9564
H -0.8990 4.7567 -2.2662
H 0.6076 3.9670 -2.7473
H 0.7774 5.6551 0.3186
H 1.0372 4.4657 2.5094
N 6.0291 -1.4211 -0.6996
C 4.7432 -1.5970 -0.9792
N 4.3846 -2.4698 -1.9220
N 3.8684 -0.8919 -0.2861
C 2.6426 -0.6734 -0.2978
N 1.5429 -0.2726 -0.2370
H 6.7454 -1.9180 -1.2061
H 6.3056 -0.7708 0.0177
H 5.0768 -2.9735 -2.4526
H 3.4178 -2.5937 -2.1661
*
```

Entry 4:
DFT (ωB97M-V with the def2-TZVPD basis set) results for C24H64CoF4N2O16S4 as an isolated structure at a distorted geometry.

For the HOMO-LUMO gap (spin up / spin down), the calculation gives 9.48 / 8.15 eV. The HOMO energy (spin up / spin down) is -0.3611 / -0.3611 Ha. Its LUMO energy (spin up / spin down) is -0.35 / -1.68 eV.

The geometry in ORCA input format:
```
! wB97M-V def2-TZVPD RIJCOSX def2/J DEFGRID3
* xyz 0 4
Co 0.8787 -2.5634 0.5494
N 0.5683 -0.6297 0.4998
S 0.4833 0.6119 -0.5017
O 1.7068 1.2688 -0.8024
O -0.7174 1.3652 -0.5358
F 0.2925 -0.3011 -1.8139
S 0.2646 0.2812 1.9227
O -1.1112 0.4238 2.1764
O 1.1565 1.3553 2.1207
F 0.7446 -0.8489 2.9044
N 0.5666 -4.1486 1.7237
S 1.0618 -5.6862 1.2406
O 0.0105 -6.4188 0.6565
O 1.9845 -6.3278 2.0909
F 1.9390 -5.1706 0.0247
S 0.0029 -4.5649 3.1739
O 0.9565 -4.6190 4.2164
O -1.1242 -5.4250 3.1506
F -0.7079 -3.1425 3.4698
C -2.6883 -0.9545 4.8369
C -2.3292 -1.0898 6.3089
C -1.6904 0.1455 6.8854
O -3.5326 -1.3695 7.0407
H -3.5228 -0.2790 4.6326
H -3.0133 -1.9294 4.4548
H -1.8640 -0.6592 4.1854
H -1.6969 -1.9833 6.3783
H -2.2748 1.0314 6.6321
H -0.7523 0.2798 6.3352
H -1.4607 0.0841 7.9450
H -3.9777 -2.1355 6.6678
C -4.8123 1.0878 2.5151
C -3.8719 2.2788 2.4570
C -3.3806 2.4667 1.0303
O -4.6385 3.4193 2.8665
H -4.3115 0.1467 2.2901
H -5.5738 1.2134 1.7345
H -5.3945 1.0339 3.4343
H -3.0694 2.0730 3.1724
H -2.8509 1.5814 0.6815
H -2.7226 3.3282 0.9055
H -4.2316 2.5993 0.3586
H -4.0160 4.0809 3.1804
C -3.2023 -1.7694 0.1779
C -2.2291 -2.8861 0.4481
C -2.7942 -4.2822 0.2595
O -1.0627 -2.7267 -0.3985
H -2.7224 -0.7981 0.3259
H -4.0452 -1.7698 0.8725
H -3.6385 -1.7577 -0.8238
H -1.9122 -2.7917 1.4889
H -2.0946 -5.0528 0.5707
H -3.0723 -4.4150 -0.7921
H -3.7354 -4.3866 0.8024
H -1.3527 -2.7634 -1.3261
C 0.0859 5.3558 -0.4006
C 1.2136 4.9417 0.5538
C 2.5907 4.9014 -0.0765
O 1.2270 5.9273 1.6081
H 0.1084 6.4462 -0.4469
H -0.8565 4.9585 -0.0395
H 0.3078 5.0589 -1.4259
H 0.9115 3.9768 0.9743
H 2.8304 5.8637 -0.5328
H 2.6012 4.1141 -0.8362
H 3.3783 4.6573 0.6410
H 2.1401 6.0469 1.8824
C 5.4969 0.9526 -0.9588
C 5.0576 0.4001 0.3830
C 4.8463 1.4785 1.4410
O 3.7941 -0.2882 0.2707
H 4.8007 1.7519 -1.2417
H 5.5325 0.1955 -1.7434
H 6.4785 1.4306 -0.9507
H 5.7811 -0.3528 0.6962
H 5.6558 2.2181 1.3980
H 4.9974 1.0250 2.4219
H 3.8969 2.0045 1.3810
H 3.2010 0.3737 -0.1166
C -2.0747 -1.8260 -5.3436
C -1.7382 -1.4008 -3.9268
C -2.5145 -0.2045 -3.4398
O -2.0957 -2.5409 -3.0714
H -3.1513 -1.8617 -5.5058
H -1.5454 -2.7368 -5.6158
H -1.6710 -1.0649 -6.0219
H -0.6680 -1.2800 -3.7696
H -2.2858 0.6960 -4.0161
H -2.3820 0.0113 -2.3806
H -3.5917 -0.3491 -3.5842
H -2.9837 -2.8060 -3.3327
C 3.9411 -3.2900 -1.9596
C 2.7661 -2.3506 -2.0657
C 2.4008 -1.9890 -3.4940
O 1.6039 -2.8871 -1.3706
H 4.1442 -3.5621 -0.9264
H 4.8258 -2.8135 -2.3925
H 3.8621 -4.1717 -2.6031
H 3.0038 -1.4081 -1.5706
H 2.0572 -2.8554 -4.0686
H 3.2379 -1.5269 -4.0140
H 1.5933 -1.2577 -3.4707
H 1.0747 -3.4006 -1.9914
C 0.8749 1.8584 -4.0086
C 1.0620 3.3640 -3.8322
C 2.4780 3.8159 -4.1785
O 0.1216 4.0841 -4.6036
H 1.6910 1.2420 -3.6377
H 0.5652 1.5957 -5.0238
H -0.0007 1.5956 -3.4060
H 0.9379 3.5593 -2.7671
H 2.6592 3.7623 -5.2558
H 3.2305 3.1787 -3.7035
H 2.6912 4.8173 -3.8027
H 0.3852 4.0548 -5.5281
*
```

These records have DFT total energy values of -8861.374, -119290.003, -52564.025, -153502.165 eV, in the order they appear.
These records have energy above the lowest of the compared OMol25 structures with the same formula, charge and spin values of 0.00, 264.04, 327.47, 141.70 kJ/mol, in the order they appear.